{"formula": "C40H45BNO5TeTl", "method": "the ωB97M-V functional and the def2-TZVPD basis", "total_charge": -1, "multiplicity": 2, "e_above_lowest_kj_mol": 159.7, "s2": 0.792, "elements": ["Tl", "C", "C", "C", "C", "C", "C", "C", "H", "H", "H", "H", "H", "H", "H", "H", "C", "O", "C", "C", "O", "C", "H", "H", "H", "H", "H", "H", "H", "H", "H", "H", "C", "C", "C", "C", "C", "C", "Te", "N", "C", "O", "C", "C", "C", "C", "C", "C", "C", "C", "C", "C", "C", "C", "C", "C", "C", "C", "H", "H", "H", "H", "H", "H", "H", "H", "H", "H", "H", "H", "H", "H", "H", "H", "H", "H", "H", "H", "H", "H", "H", "O", "B", "O", "C", "C", "C", "C", "C", "C", "H", "H", "H", "H"], "coordinates": [[0.133, 0.034, -0.468], [4.036, 0.007, 0.769], [3.222, 1.078, 0.099], [2.395, 1.892, 0.829], [1.773, 3.116, 0.198], [1.538, 2.833, -1.270], [2.348, 1.984, -1.959], [3.295, 1.185, -1.301], [5.097, 0.215, 0.640], [3.826, -0.963, 0.324], [3.818, -0.038, 1.832], [2.309, 1.779, 1.899], [2.526, 3.944, 0.266], [0.778, 3.414, -1.768], [2.221, 1.884, -3.030], [3.962, 0.553, -1.864], [1.630, -2.255, 2.022], [0.345, -1.881, 1.605], [-0.573, -1.763, 2.658], [-1.909, -1.354, 2.061], [-1.850, 0.024, 1.759], [-3.035, 0.480, 1.143], [1.603, -3.205, 2.574], [2.079, -1.484, 2.661], [2.214, -2.371, 1.112], [-0.241, -0.995, 3.373], [-0.671, -2.724, 3.190], [-2.725, -1.544, 2.776], [-2.075, -1.939, 1.147], [-3.898, 0.320, 1.804], [-3.209, -0.043, 0.192], [-2.908, 1.545, 0.958], [-8.396, 2.198, -5.376], [-7.108, 1.689, -4.794], [-6.745, 1.981, -3.491], [-5.578, 1.476, -2.937], [-5.288, 1.799, -1.495], [-4.709, 0.670, -3.682], [-3.079, -0.531, -2.606], [-1.426, -1.729, -1.622], [-0.431, -2.446, -2.022], [0.773, -2.274, -1.645], [-0.700, -3.598, -2.964], [0.369, -4.283, -3.530], [0.149, -5.336, -4.398], [-1.144, -5.726, -4.709], [-2.215, -5.047, -4.154], [-1.996, -3.994, -3.286], [-1.576, 0.278, -3.865], [-0.839, -0.595, -4.647], [0.160, -0.139, -5.487], [0.424, 1.215, -5.562], [-0.301, 2.093, -4.778], [-1.292, 1.640, -3.917], [-2.020, 2.628, -3.062], [-5.080, 0.389, -5.000], [-4.207, -0.471, -5.862], [-6.257, 0.887, -5.539], [-8.913, 2.835, -4.661], [-9.048, 1.363, -5.635], [-8.221, 2.775, -6.283], [-7.390, 2.607, -2.883], [-5.846, 2.680, -1.178], [-4.227, 1.974, -1.337], [-5.584, 0.958, -0.865], [1.371, -3.972, -3.271], [0.982, -5.867, -4.839], [-1.314, -6.558, -5.379], [-3.223, -5.354, -4.401], [-2.830, -3.460, -2.850], [-1.037, -1.655, -4.587], [0.731, -0.840, -6.082], [1.197, 1.590, -6.222], [-0.083, 3.152, -4.820], [-1.599, 3.625, -3.185], [-1.929, 2.340, -2.012], [-3.076, 2.652, -3.334], [-3.658, -1.180, -5.244], [-3.481, 0.136, -6.402], [-4.798, -1.017, -6.596], [-6.523, 0.635, -6.558], [0.053, 3.795, 2.170], [0.454, 3.724, 0.841], [-0.466, 4.396, 0.042], [-1.433, 4.853, 0.863], [-2.581, 5.561, 0.567], [-3.416, 5.889, 1.626], [-3.096, 5.540, 2.930], [-1.937, 4.834, 3.231], [-1.117, 4.483, 2.178], [-2.810, 5.853, -0.444], [-4.333, 6.427, 1.433], [-3.754, 5.832, 3.736], [-1.685, 4.568, 4.244]], "lowdin_spin": [0.0243, -0.0078, 0.0140, 0.2417, 0.0644, 0.2445, 0.0107, 0.2479, -0.0031, -0.0025, 0.0002, 0.0112, 0.0420, 0.0113, -0.0050, 0.0172, 0.0000, 0.0018, 0.0000, -0.0003, 0.0013, 0.0001, 0.0001, -0.0001, -0.0001, -0.0001, 0.0000, 0.0000, -0.0004, 0.0000, -0.0001, 0.0001, 0.0000, 0.0000, 0.0000, 0.0001, 0.0000, 0.0006, 0.0002, 0.0627, 0.0040, 0.0103, 0.0047, 0.0001, 0.0002, -0.0005, 0.0001, 0.0000, -0.0003, 0.0001, 0.0000, 0.0002, 0.0000, 0.0000, 0.0002, 0.0000, 0.0000, 0.0000, 0.0000, 0.0000, 0.0000, 0.0000, 0.0000, 0.0000, 0.0000, -0.0001, 0.0001, 0.0000, 0.0000, 0.0000, 0.0000, 0.0000, 0.0000, 0.0000, 0.0000, 0.0000, 0.0000, 0.0000, 0.0000, 0.0000, 0.0000, 0.0001, 0.0045, -0.0006, 0.0002, -0.0001, -0.0001, -0.0001, 0.0000, 0.0003, 0.0000, 0.0000, 0.0000, 0.0000]}

=====

{"formula": "C5H6INO", "method": "the ωB97M-V functional and the def2-TZVPD basis", "e_above_lowest_kj_mol": 474.2, "elements": ["C", "C", "C", "C", "C", "N", "O", "I", "H", "H", "H", "H", "H", "H"], "coordinates": [[-0.402, -1.664, 1.108], [-2.312, -1.717, 0.180], [-0.475, -0.745, 0.109], [0.806, 2.144, -0.494], [1.494, 0.830, -0.757], [-1.726, -0.710, -0.441], [-1.583, -2.326, 1.124], [3.136, 0.279, 0.558], [0.368, -1.879, 1.813], [-3.239, -2.164, -0.112], [1.713, 2.974, -0.540], [0.393, 2.020, 0.549], [0.125, 2.425, -1.262], [1.702, 0.534, -1.838]], "nbo_charge": [-0.0681, 0.3098, 0.1727, -0.7153, -0.2271, -0.5133, -0.3926, 0.1208, 0.2195, 0.1925, 0.2190, 0.2443, 0.2370, 0.2008]}

=====

{"formula": "C6H7NO3S", "method": "the ωB97M-V functional and the def2-TZVPD basis", "e_above_lowest_kj_mol": 546.7, "elements": ["C", "C", "C", "C", "C", "C", "N", "O", "O", "O", "S", "H", "H", "H", "H", "H", "H", "H"], "coordinates": [[-1.098, 0.502, 1.504], [-1.679, -0.582, 0.928], [0.139, 1.082, 1.334], [1.065, -0.318, -0.278], [-1.022, -1.630, 0.087], [-0.075, -0.886, -1.005], [0.905, 1.994, 1.591], [2.731, 0.034, -2.338], [2.891, 1.526, -0.271], [-0.818, 0.082, -1.727], [2.096, 0.635, -1.196], [-1.867, 1.094, 2.126], [-2.656, -0.682, 1.166], [-0.177, -2.297, 0.483], [-1.723, -2.121, -0.459], [-0.018, -1.677, -1.806], [1.817, 2.304, 1.192], [-0.513, 0.941, -1.330]], "nbo_charge": [-0.4063, 0.0164, 0.4967, -0.5318, -0.4813, -0.0051, -0.5636, -0.8589, -0.9139, -0.7082, 1.8984, 0.2529, 0.2026, 0.2537, 0.2198, 0.2007, 0.4663, 0.4616]}

=====

{"formula": "C3H4N2OS2", "method": "the ωB97M-V functional and the def2-TZVPD basis", "smiles": "[H]/N=C(/C=S)NSC=O", "e_above_lowest_kj_mol": 324.9, "elements": ["H", "N", "C", "C", "S", "N", "S", "C", "O", "H", "H", "H"], "coordinates": [[0.331, 2.209, 0.284], [-0.708, 1.901, 0.369], [-0.912, 0.616, 0.002], [-2.437, 0.262, -0.049], [-2.649, -1.442, -0.216], [0.058, -0.395, -0.524], [1.621, -0.228, -1.203], [2.610, -0.724, 0.287], [1.994, -1.216, 1.225], [-3.236, 1.064, 0.160], [-0.482, -1.321, -0.589], [3.811, -0.727, 0.254]], "nbo_charge": [0.3510, -0.6296, 0.3544, -0.2480, 0.0329, -0.8415, 0.4086, 0.2259, -0.5140, 0.2632, 0.4303, 0.1669]}

=====

{"formula": "C28H44BCrN4P2S2", "method": "the ωB97M-V functional and the def2-TZVPD basis", "total_charge": -1, "multiplicity": 5, "e_above_lowest_kj_mol": 92.3, "s2": 6.062, "elements": ["Cr", "C", "C", "C", "C", "P", "C", "N", "B", "N", "C", "P", "C", "C", "C", "C", "C", "C", "C", "C", "C", "C", "C", "C", "C", "C", "C", "C", "C", "C", "H", "H", "H", "H", "H", "H", "H", "H", "H", "H", "H", "H", "H", "H", "H", "H", "H", "H", "H", "H", "H", "H", "H", "H", "H", "H", "H", "H", "H", "H", "H", "H", "H", "H", "H", "H", "H", "H", "H", "H", "H", "H", "H", "H", "S", "C", "S", "C", "C", "N", "C", "N"], "coordinates": [[0.674, -0.455, -0.339], [-1.508, -1.961, 2.221], [-1.729, -2.955, 1.073], [-3.164, -3.491, 1.170], [-0.770, -4.135, 1.249], [-1.306, -1.973, -0.469], [-2.834, -0.902, -0.650], [-2.390, 0.461, -0.730], [-0.992, 0.830, -0.694], [-1.034, 2.274, -0.568], [0.146, 3.058, -0.330], [1.448, 1.873, 0.296], [1.323, 2.171, 2.146], [-0.154, 1.929, 2.494], [2.156, 1.148, 2.919], [1.708, 3.576, 2.619], [3.008, 2.605, -0.422], [3.209, 4.106, -0.170], [4.213, 1.822, 0.098], [2.913, 2.385, -1.941], [-2.338, 2.710, -0.482], [-2.872, 3.973, -0.307], [-4.259, 4.101, -0.220], [-5.086, 2.993, -0.311], [-4.557, 1.715, -0.493], [-3.185, 1.578, -0.577], [-1.368, -3.041, -2.000], [-0.133, -3.946, -2.059], [-2.626, -3.903, -2.144], [-1.281, -2.054, -3.173], [-1.777, -2.441, 3.164], [-2.124, -1.066, 2.111], [-0.463, -1.650, 2.276], [-3.266, -4.019, 2.122], [-3.401, -4.199, 0.378], [-3.918, -2.705, 1.162], [-0.839, -4.487, 2.281], [0.267, -3.861, 1.055], [-1.047, -4.967, 0.602], [-3.495, -1.035, 0.214], [-3.403, -1.206, -1.537], [-0.049, 3.853, 0.400], [0.508, 3.543, -1.245], [-0.499, 0.953, 2.144], [-0.815, 2.687, 2.073], [-0.258, 1.957, 3.582], [1.909, 0.125, 2.643], [1.962, 1.281, 3.987], [3.225, 1.274, 2.760], [1.251, 4.372, 2.029], [2.788, 3.719, 2.610], [1.375, 3.703, 3.653], [3.506, 4.324, 0.854], [2.318, 4.692, -0.398], [4.009, 4.466, -0.823], [4.423, 2.048, 1.142], [5.095, 2.098, -0.484], [4.068, 0.746, -0.007], [2.099, 2.956, -2.390], [2.787, 1.332, -2.188], [3.846, 2.732, -2.390], [-2.229, 4.843, -0.240], [-4.694, 5.083, -0.080], [-6.159, 3.119, -0.242], [-5.204, 0.851, -0.567], [-0.184, -4.759, -1.338], [0.786, -3.384, -1.895], [-0.077, -4.390, -3.056], [-2.617, -4.741, -1.447], [-2.655, -4.324, -3.153], [-3.551, -3.344, -1.996], [-0.374, -1.450, -3.112], [-2.140, -1.384, -3.224], [-1.248, -2.629, -4.101], [2.436, -1.266, -2.000], [3.122, -2.063, -0.630], [2.246, -1.957, 0.865], [4.317, -2.759, -0.708], [5.045, -2.859, -1.923], [5.662, -2.961, -2.892], [4.882, -3.406, 0.421], [5.341, -3.940, 1.335]], "lowdin_spin": [3.7217, 0.0124, 0.0028, -0.0005, -0.0001, 0.0241, 0.0000, 0.0078, 0.0216, 0.0070, 0.0004, 0.0238, 0.0062, 0.0108, 0.0030, 0.0000, 0.0013, -0.0006, 0.0005, 0.0033, -0.0027, 0.0042, 0.0040, 0.0037, 0.0045, -0.0030, 0.0041, 0.0015, -0.0004, 0.0066, 0.0007, 0.0009, 0.0081, 0.0001, 0.0000, 0.0000, 0.0001, 0.0002, 0.0000, 0.0001, -0.0001, -0.0001, 0.0000, 0.0098, 0.0002, 0.0002, 0.0026, 0.0001, 0.0001, 0.0000, 0.0000, 0.0003, 0.0000, 0.0000, 0.0000, 0.0000, 0.0000, 0.0004, 0.0002, 0.0028, 0.0002, 0.0003, 0.0001, 0.0001, 0.0003, 0.0000, 0.0016, 0.0001, 0.0000, 0.0001, 0.0000, 0.0061, -0.0001, 0.0002, 0.0289, 0.0201, 0.0207, 0.0133, 0.0024, 0.0051, 0.0017, 0.0040]}

=====

{"formula": "C27H39BN8NbO4S3", "method": "the ωB97M-V functional and the def2-TZVPD basis", "total_charge": 3, "elements": ["Nb", "C", "C", "C", "C", "N", "C", "C", "N", "B", "N", "C", "C", "N", "C", "S", "C", "C", "C", "C", "N", "C", "C", "N", "C", "S", "C", "C", "C", "C", "C", "S", "H", "H", "H", "H", "H", "H", "H", "H", "H", "H", "H", "H", "H", "H", "H", "H", "H", "H", "H", "H", "H", "H", "H", "H", "H", "H", "H", "H", "H", "H", "H", "H", "H", "H", "C", "C", "N", "C", "C", "N", "C", "O", "O", "C", "O", "O", "H", "H", "H", "H", "H"], "coordinates": [[-0.211, -0.158, 1.296], [-4.801, -2.096, -0.993], [-3.603, -3.002, -1.444], [-4.149, -3.928, -2.508], [-2.992, -3.811, -0.278], [-2.493, -2.114, -2.025], [-1.934, -2.229, -3.298], [-0.951, -1.302, -3.371], [-0.979, -0.544, -2.173], [0.102, 0.385, -1.630], [-0.253, 1.848, -1.573], [-0.193, 2.650, -2.726], [-0.597, 3.913, -2.418], [-0.903, 3.911, -1.063], [-0.677, 2.684, -0.547], [-0.897, 2.342, 1.131], [-1.434, 5.125, -0.368], [-0.384, 5.523, 0.680], [-1.539, 6.299, -1.337], [-2.818, 4.812, 0.131], [1.680, 0.145, -2.010], [2.399, -0.136, -3.162], [3.664, -0.479, -2.816], [3.752, -0.375, -1.431], [2.512, -0.085, -0.927], [2.261, 0.491, 0.689], [5.033, -0.774, -0.730], [6.033, 0.386, -0.847], [4.871, -1.222, 0.739], [5.669, -2.005, -1.390], [-1.899, -1.145, -1.328], [-2.386, -0.545, 0.199], [-5.686, -2.719, -1.039], [-4.947, -1.178, -1.607], [-4.635, -1.681, 0.061], [-4.982, -4.527, -2.109], [-3.315, -4.588, -2.802], [-4.568, -3.344, -3.352], [-3.795, -4.482, 0.070], [-2.746, -3.132, 0.535], [-2.125, -4.403, -0.583], [-2.483, -2.812, -4.007], [-0.330, -1.156, -4.202], [0.258, 0.024, -0.398], [0.216, 2.266, -3.681], [-0.694, 4.769, -3.084], [0.645, 5.223, 0.492], [-0.574, 5.161, 1.699], [-0.365, 6.652, 0.767], [-0.598, 6.618, -1.721], [-2.071, 7.107, -0.776], [-2.141, 5.983, -2.224], [-2.843, 3.779, 0.618], [-3.463, 4.740, -0.738], [-3.240, 5.533, 0.786], [2.065, 0.123, -4.172], [4.467, -0.842, -3.455], [5.562, 1.276, -0.537], [6.353, 0.550, -1.906], [6.883, 0.171, -0.204], [4.674, -0.416, 1.502], [5.813, -1.720, 1.003], [4.129, -1.913, 0.811], [5.873, -1.853, -2.470], [5.031, -2.879, -1.214], [6.684, -2.213, -0.978], [-0.098, 1.139, 5.149], [-0.221, -0.277, 4.711], [-0.056, -0.732, 3.465], [-0.134, -2.097, 3.492], [-0.486, -2.454, 4.813], [-0.432, -1.316, 5.563], [-0.715, -3.750, 5.563], [-0.518, -4.895, 4.920], [-1.148, -3.694, 6.706], [-0.010, -2.882, 2.252], [-0.192, -4.080, 2.258], [0.373, -2.062, 1.225], [0.542, 1.261, 6.016], [-1.075, 1.522, 5.504], [0.257, 1.717, 4.311], [-0.669, -1.254, 6.535], [-0.353, -4.829, 3.959]], "mulliken_charge": [-0.4779, -1.3162, 0.8949, -2.0690, -1.4683, 0.4408, -0.6141, -0.5964, 0.6571, -0.8515, 1.3581, -0.8976, -0.3783, 0.6014, 0.1575, 0.1221, 1.0211, -1.4327, -2.1748, -1.2715, 0.4774, -0.6094, -0.4995, 0.6268, 0.2342, -0.0317, 1.0176, -1.5366, -2.1136, -1.6330, 0.4966, 0.0303, 0.4709, 0.3198, 0.3141, 0.4925, 0.4871, 0.5089, 0.4904, 0.3272, 0.3798, 0.5193, 0.5971, 0.3004, 0.4491, 0.5316, 0.3283, 0.3913, 0.3900, 0.5046, 0.4842, 0.5697, 0.2454, 0.4174, 0.4771, 0.4868, 0.4869, 0.4349, 0.3490, 0.4220, 0.3601, 0.5184, 0.6524, 0.4647, 0.3898, 0.4584, -1.2759, 0.0481, -0.3282, 0.6623, 0.0561, 0.0696, 0.4650, -0.4658, -0.5091, 0.2765, -0.7035, -0.2065, 0.4116, 0.3475, 0.2852, 0.2743, 0.4095]}

=====

Number 1: total energy -2447.5671 hartree. Number 2: total energy -621.6242 hartree. Number 3: total energy -911.2452 hartree. Number 4: total energy -1097.7308 hartree. Number 5: total energy -3860.9543 hartree. Number 6: total energy -3066.8963 hartree.